13 unconnected molecules or ions with the total composition C51H71F11N2O35. Source: the OMol25 dataset; level of theory: ωB97M-V/def2-TZVPD.

The LUMO energy is 0.366 eV.

```
! wB97M-V def2-TZVPD RIJCOSX def2/J DEFGRID3
* xyz 0 1
F 0.086 -4.767 0.887
O -1.089 -1.050 -5.865
O 5.025 5.516 2.371
H -1.299 2.324 -5.760
C -4.798 2.636 4.419
C -1.675 -4.321 -1.539
H -7.221 -1.853 1.080
H -4.298 0.049 -1.404
C -6.311 -1.280 -2.487
H 2.817 1.568 3.700
C 2.001 1.711 2.987
C -0.916 5.414 0.054
F 6.030 4.104 -0.799
O -5.149 3.823 3.959
H -2.761 1.589 1.364
O 6.425 -0.880 1.568
C 4.078 -3.099 0.246
H 0.711 2.772 4.308
O 0.762 -0.866 -7.107
C 3.568 -4.190 1.256
C 2.958 1.104 0.746
H 3.428 -3.155 -0.571
O 4.478 -0.724 -1.997
C 6.183 5.262 3.162
H -8.358 -4.793 -1.649
H -6.117 -1.979 -3.300
H 2.178 5.613 -0.125
C -4.055 4.728 3.786
F 7.333 5.827 2.632
H -5.823 -1.802 3.273
C -3.220 -3.288 3.842
O -1.974 5.795 0.440
O 4.436 3.013 -1.905
C -4.232 -1.449 4.736
C 0.641 4.165 -0.990
C -0.028 1.702 -3.207
O 0.549 -0.161 0.073
O 6.930 -4.689 1.144
C -1.114 -0.428 2.521
H -2.030 4.054 4.092
H 6.670 2.330 -3.500
C 2.255 -0.741 2.348
C -5.468 -1.739 -1.266
C 0.651 1.875 3.706
O -3.421 2.669 4.631
H -6.695 -4.713 1.462
F -2.973 1.907 -4.115
H -5.638 0.152 -0.330
C -1.962 2.694 -3.796
C -7.906 -3.825 -1.633
O 0.228 6.027 0.408
O -3.172 -2.342 4.855
H 3.317 -0.756 2.667
H -3.835 -1.982 -2.550
H 6.776 -0.870 -0.474
C -1.813 1.256 0.843
O 6.153 0.667 3.175
H -4.415 -0.975 2.624
O -4.191 -2.962 2.997
C 6.202 3.802 3.189
H -4.419 5.742 4.061
H 0.800 3.903 -2.074
C -1.046 -4.122 0.680
H -0.447 2.870 2.059
C 1.204 5.562 -0.597
C -0.957 2.838 -4.868
O 5.435 3.338 2.068
H -1.938 0.347 0.265
C 5.400 -0.247 -2.890
H 0.234 -1.996 -3.212
H 6.036 5.703 4.140
O 0.229 2.230 -4.456
O -1.798 -4.028 -2.715
H -8.634 -3.208 -1.283
H 2.341 -0.628 -2.184
H -3.637 -2.667 -0.940
F -2.917 4.450 5.919
O -1.084 -3.484 -0.621
C -0.529 2.031 2.763
C -0.074 -2.317 -4.230
H -3.929 -0.427 4.916
C -4.773 -3.959 -2.343
H -4.822 -4.834 -0.346
O -0.744 4.408 -0.726
H 3.035 -3.775 2.116
O 6.542 -0.151 -2.609
H 7.215 3.457 3.050
C 5.798 3.085 -1.682
O 0.789 1.117 -2.553
H -3.052 -5.089 1.032
O 4.832 0.079 -4.053
O 4.776 -4.740 1.743
H -2.308 3.632 -3.321
H 1.123 3.340 -0.443
H -0.296 -3.379 -4.389
H -0.457 -0.761 3.313
H 2.864 0.497 -0.164
H -3.710 4.691 2.706
O 3.814 4.355 0.863
H -0.781 3.847 -5.264
H -1.217 -1.213 1.809
C 6.750 0.231 2.252
O -5.540 1.753 4.552
C -0.696 0.869 1.868
H -1.227 -3.340 1.435
H -8.120 -4.068 0.888
F 8.341 0.962 -0.435
O -2.523 -4.247 3.847
H -2.295 -2.057 -4.469
H 2.260 2.650 2.431
H 0.538 0.403 -0.733
H -2.099 -0.328 3.006
F 2.811 -5.123 0.600
H 2.878 0.635 -4.278
C -2.970 3.990 4.637
C 4.079 3.605 -3.092
O 7.832 0.831 1.720
N -6.179 -2.533 -0.253
C 5.809 -4.371 0.981
H -3.940 -4.522 -2.748
C 7.370 -1.013 0.421
N 0.610 0.873 1.109
C 4.693 4.410 1.672
H -5.887 -5.615 -1.467
O -2.283 -5.330 -0.952
O 5.179 3.789 -3.894
H 7.254 3.949 -3.051
H 7.714 -2.036 0.504
C 8.341 0.116 0.615
F -1.606 -0.423 -3.791
H 0.496 1.016 4.364
O -1.219 2.026 -2.761
H 3.987 0.957 1.200
H -1.487 2.121 0.248
C -4.854 -0.496 -0.709
H -1.626 -6.151 0.883
H -7.373 -1.207 -2.274
C -7.264 -4.637 0.533
O 5.381 -3.535 0.005
H 1.660 -1.126 3.182
C -6.734 -3.861 -0.663
C 0.211 -1.191 -6.129
H -7.668 -5.572 0.155
C -2.085 -5.269 0.530
H 2.779 2.214 0.648
F -5.230 -1.729 5.627
H 3.238 -1.023 -4.771
C -4.384 -2.579 -1.807
H 2.173 -1.452 1.611
C -4.756 -1.710 3.360
H -5.461 -3.936 -3.150
F 1.181 6.456 -1.630
C -5.503 -4.663 -1.153
H 6.101 2.209 -1.167
O -7.234 -1.678 0.161
C 3.211 -0.965 -2.679
H 5.815 3.382 4.127
F 3.099 -2.305 -2.862
C 3.423 -0.272 -4.038
H -1.407 2.169 3.426
H -4.137 -0.662 0.104
C 6.332 3.306 -3.084
H -7.549 -3.579 -2.704
H -5.849 -0.263 -2.842
H 9.379 -0.206 0.775
H 4.022 -2.008 0.586
C 1.934 0.666 1.821
O 0.879 -1.805 -5.166
O 2.973 3.915 -3.310
C -1.367 -1.584 -4.544
*
```

---

A molecular structure, C51H71GeN4P3RhSi. Source: the OMol25 dataset; level of theory: ωB97M-V/def2-TZVPD.

Its energy above the lowest of the compared OMol25 structures with the same formula, charge and spin is 6.2 kcal per mole. The LUMO energy (alpha / beta) is -6.060 / -6.657 eV.

```
! wB97M-V def2-TZVPD RIJCOSX def2/J DEFGRID3
* xyz 2 2
H 2.457 -2.112 1.011
C -4.734 -1.774 5.267
C -1.046 4.194 0.498
C 0.039 -3.261 -0.511
C -1.876 1.741 -3.565
H 3.669 2.791 1.070
H -1.553 2.012 3.205
C 3.106 1.128 -3.337
H -0.122 4.788 2.399
C 0.515 1.900 5.598
H 2.833 1.445 0.309
H -4.698 -0.399 1.272
H -1.298 -4.569 -1.560
C 1.546 3.040 1.083
H -0.807 1.705 -3.380
H 5.801 -3.348 -3.523
H 3.093 0.950 7.570
C -3.875 0.042 3.952
C 2.315 0.886 6.820
Ge 0.939 0.144 -1.653
C 4.351 1.290 -3.910
C -4.952 -0.666 4.455
C -3.438 -2.158 5.593
C -1.530 -3.331 2.537
C -2.449 4.124 -0.097
H 3.209 -0.066 -5.824
H 0.983 -1.323 4.648
H -0.298 -1.652 3.017
H -2.137 2.743 -3.907
H -4.616 0.913 0.095
H -2.088 -0.984 -3.485
H -4.055 0.921 3.343
H 4.228 -2.446 0.337
H -1.332 -1.870 -5.115
C 0.394 -0.981 -4.162
H -2.835 -1.579 0.133
C 4.068 3.658 -3.807
H -4.929 1.163 -2.077
C -1.105 4.652 1.953
H 0.697 -3.721 3.983
H 2.134 -3.878 -0.206
C 4.205 -1.913 -3.476
H -3.008 3.270 0.298
H -1.441 -4.707 0.177
P -0.028 2.675 0.152
C 1.507 1.985 6.563
Rh -0.587 0.397 0.285
H -1.447 -4.327 2.106
H 0.932 -5.014 0.433
C 5.103 -2.958 -1.529
N 2.444 -0.164 -3.190
C -3.419 -0.837 -0.415
H 1.416 1.479 2.573
C 1.149 -4.306 -0.368
H 5.824 2.697 -4.586
P 0.062 -1.877 0.726
H -0.386 -1.798 -7.353
H 0.669 2.991 3.081
H -3.000 5.028 0.168
P -2.085 0.009 -1.348
H 4.420 4.659 -4.015
H 1.646 2.904 7.117
H -4.972 -2.304 -0.515
H -1.783 -3.460 3.590
H -1.670 -2.193 -2.284
C 3.318 -1.216 -2.679
C 1.818 -1.287 0.708
C -1.477 -1.164 -2.595
H -2.367 -2.813 2.062
H 2.423 2.843 3.036
H 5.823 -3.614 -1.057
C 2.219 -0.473 -5.669
C 0.498 3.050 -1.556
N 2.185 -0.820 -0.620
C -0.213 -2.568 2.419
H -0.484 4.959 -0.052
C 5.102 -2.804 -2.904
C 0.201 -1.424 -6.524
H 2.255 4.378 -2.964
H -1.686 3.970 2.575
C 2.353 2.216 -2.903
H -3.265 0.625 1.204
H 1.877 -0.870 -7.748
H -4.432 1.857 -3.613
H -3.274 -3.003 6.250
H 1.937 -0.512 1.479
H 1.153 -4.285 2.387
C 3.235 -1.442 -1.306
H 1.165 3.909 -1.466
C 1.694 -0.537 -4.392
H 1.201 -4.880 -1.295
C -2.361 -1.447 5.095
C -4.031 0.137 0.595
H 1.876 -2.814 3.044
H -1.354 -1.730 5.384
H -2.823 2.230 -1.678
N -0.080 -0.894 -2.852
C -2.561 -0.349 4.248
H 4.940 0.425 -4.183
H 4.196 -1.766 -4.548
C -2.762 1.386 -2.360
C 1.500 2.567 2.523
C 0.953 -3.391 2.973
N 1.184 1.939 -2.179
H -1.609 5.619 1.984
H -0.107 2.770 5.413
C -0.341 -1.457 -5.247
C 2.829 2.530 0.424
H -0.370 3.389 -2.132
H -2.180 -3.347 -0.648
C 0.308 0.716 4.877
H -5.253 -0.962 -1.609
C 2.121 -0.296 6.121
C -4.483 -1.610 -1.202
H -4.063 -2.200 -2.019
H -2.431 4.071 -1.184
H 2.745 -1.156 6.329
Si -1.156 0.710 3.752
C 4.180 -2.290 -0.733
H -5.963 -0.348 4.235
H 0.228 -2.720 -1.441
H -4.263 0.130 -3.354
H -5.575 -2.327 5.663
C 1.470 -0.915 -6.748
H 3.022 2.977 -0.548
C 1.122 -0.385 5.164
C 2.830 3.492 -3.194
H 1.569 4.137 1.066
C 4.849 2.565 -4.137
C -4.182 1.102 -2.866
C -1.304 -3.993 -0.633
H -2.084 1.062 -4.394
*
```

---

6 unconnected molecules or ions with the total composition C51H72NO3. Source: the OMol25 dataset; level of theory: ωB97M-V/def2-TZVPD.

The LUMO energy is 1.872 eV.

```
! wB97M-V def2-TZVPD RIJCOSX def2/J DEFGRID3
* xyz -1 1
H -0.711 0.331 0.934
H -5.488 3.078 -5.175
H -3.445 -5.837 3.114
C -1.638 -5.504 4.240
H -0.422 5.714 1.385
H -2.054 -3.539 -0.198
H -3.508 5.759 -7.890
C -3.283 2.373 -7.667
C -0.898 -5.859 5.368
H -4.192 -1.407 -1.596
H 0.769 4.881 3.401
H 3.337 -2.194 3.166
H 0.427 1.647 0.205
H 1.613 -2.119 -1.078
C -1.394 -6.815 6.254
H -2.751 5.923 -0.971
H -2.354 3.834 -8.949
C -3.048 6.473 -1.962
C 0.394 0.775 0.986
C 0.347 4.014 2.697
C -2.690 -3.608 0.809
C 5.444 -2.384 2.758
C 5.263 2.597 3.202
H -0.253 6.129 -0.950
H 1.932 5.289 0.340
H -2.783 1.529 -8.135
H 5.128 3.570 1.284
H 3.369 -8.141 0.004
C 5.487 3.643 2.307
C 1.186 -5.555 -0.328
H -0.816 -7.093 7.132
H 1.373 0.493 3.043
H 6.780 -4.029 0.098
C 4.090 -2.596 2.494
C -3.847 -1.175 0.514
O -2.915 -5.021 1.198
H -4.330 -7.532 4.696
C 0.616 1.265 2.535
C -4.568 4.538 -6.465
H -4.718 -2.949 1.706
C 6.626 4.881 4.040
O -5.873 2.293 -1.643
H 0.064 -5.390 5.556
C 2.950 -7.102 -1.836
C -2.871 -6.109 3.996
H -2.397 -5.634 0.581
H -2.113 -3.112 1.721
H 6.763 3.908 5.958
H -0.955 4.474 -4.309
H -1.864 -1.627 -1.394
H -2.515 3.974 -3.331
H 2.471 -0.136 0.355
C 6.411 -2.903 1.898
H -1.131 4.038 0.892
C 6.406 3.834 4.934
H 0.765 -4.517 -2.169
C -1.512 4.617 -3.285
H -1.289 3.519 -1.219
C -3.368 -7.062 4.885
H -3.178 7.621 -1.728
C -2.210 0.715 -1.703
H -4.355 1.151 -6.252
H 1.793 -6.771 1.344
H -4.108 6.061 -2.309
C 6.026 -3.626 0.769
H 6.349 5.598 2.027
H -1.026 6.924 -3.089
C 3.705 -3.322 1.368
H 4.372 -4.393 -0.379
H -4.360 -0.518 1.360
H 7.153 5.774 4.368
H 1.451 -1.204 1.540
C -0.624 4.041 -2.033
H 5.557 1.873 5.209
H -1.771 -1.056 -3.190
H 0.390 0.604 -1.805
C -4.814 1.432 -2.268
H -3.020 -8.153 6.710
O -4.673 1.293 -3.594
H 5.744 -1.816 3.635
C 0.118 -0.547 -1.884
H 0.087 3.192 -2.470
H 7.466 -2.744 2.107
C 4.672 -3.833 0.502
C 1.914 -6.577 0.282
H -5.068 5.382 -5.997
C 2.799 -7.348 -0.472
H -0.060 -2.152 -0.173
C 0.736 -1.433 -0.647
H 2.252 2.822 1.892
C -3.044 3.668 -8.125
C -4.805 3.243 -6.005
H 4.728 1.708 2.876
C 1.379 -0.507 0.574
C -3.768 0.666 -1.211
C 1.047 4.563 0.076
C -3.689 4.750 -7.528
H 2.651 -3.489 1.163
C -0.120 4.570 1.228
C 2.215 -6.087 -2.448
C 1.335 -5.311 -1.693
H -1.598 1.360 -0.921
C -2.631 -7.413 6.016
C -4.166 2.160 -6.608
C 1.379 2.741 2.667
H -2.674 -1.046 0.559
C -1.960 6.189 -3.155
H 2.329 -5.898 -3.512
C 5.726 2.690 4.514
C -4.145 -2.794 0.682
H -2.508 6.463 -4.179
H -0.354 1.293 3.191
H -1.253 -4.757 3.551
H 0.502 -4.949 0.261
C 0.355 5.170 -1.318
C -1.533 -0.730 -2.067
H 0.604 -0.945 -2.894
C 6.171 4.785 2.725
H 1.176 5.555 -2.091
H 1.900 2.712 3.740
H 3.641 -7.702 -2.423
H 1.513 3.512 -0.149
H -2.196 1.353 -2.712
H -0.644 3.632 3.239
H -3.825 1.326 -0.217
H -4.767 -3.223 -0.225
N -4.302 -0.694 -0.844
*
```

---

Computed maximum force, in the same sequence as the records: 0.08487; 0.01251; 0.15404 Eh/bohr.
Computed total energy, in the same sequence as the records: -5827.44866; -5705.63022; -2266.64781 a.u..